Density functional theory data (the ωB97M-V functional and the def2-TZVPD basis) for C33H25ClN12O4TaTe as an isolated structure.

Each line ends with the Mulliken charge.
Atoms and positions in Å:
Ta1 0.29995 -0.39507 0.21290  0.70
Cl1 -4.08886 -5.91648 2.65643  -0.20
C1 -3.14774 -4.70383 1.86211  0.02
C2 -3.58901 -4.17770 0.64678  -0.77
C3 -2.85533 -3.21095 -0.00723  -0.19
C4 -1.68027 -2.73994 0.56615  0.43
O1 -0.96912 -1.78610 -0.04822  0.08
C5 -1.22043 -3.28195 1.76716  -0.53
C6 0.08634 -2.94665 2.24641  0.18
N1 0.83221 -2.00643 1.78158  0.39
C7 2.17838 -1.96356 2.23159  -0.79
C8 2.63385 -2.20223 3.49406  -0.15
C9 4.02954 -2.27663 3.72282  -0.91
C10 4.92062 -2.15274 2.69340  -0.73
C11 4.46061 -1.86734 1.38232  1.25
C12 5.29246 -1.73209 0.24543  -0.96
C13 4.72750 -1.44801 -0.96444  -1.25
C14 3.34134 -1.22059 -1.04642  -0.04
N2 2.54147 -1.31788 -0.00935  -0.11
C15 3.08406 -1.70318 1.18326  0.62
C16 -1.96199 -4.28100 2.41167  -1.16
H1 -4.51182 -4.54351 0.21756  0.46
H2 -3.18025 -2.81117 -0.95728  0.61
H3 0.49821 -3.58684 3.02568  0.65
H4 1.93984 -2.34883 4.31183  0.67
H5 4.38591 -2.46889 4.72558  0.44
H6 5.98346 -2.26616 2.86548  0.43
H7 6.36263 -1.86544 0.34483  0.49
H8 5.32207 -1.35883 -1.86205  0.47
H9 2.89963 -0.93812 -1.99170  0.49
H10 -1.60317 -4.71810 3.33481  0.49
N3 4.12938 2.47255 3.00834  0.20
C17 3.75178 1.42531 2.26513  -0.17
N4 2.89018 1.80671 1.34800  0.12
C18 2.79415 3.15495 1.57274  0.51
N5 3.52264 3.58662 2.58198  -0.75
C19 1.94706 4.11357 0.83532  -0.02
C20 1.57716 5.31478 1.44576  -0.47
N6 0.83831 6.21986 0.82365  -0.58
C21 0.46793 5.93481 -0.42213  -0.47
C22 0.84643 4.75355 -1.03421  -0.14
N7 1.58474 3.83795 -0.41109  -0.19
H11 4.75940 2.50612 3.79231  0.19
H12 4.09400 0.42132 2.45877  0.28
H13 1.88808 5.52976 2.45998  0.48
H14 -0.13208 6.66944 -0.94485  0.39
H15 0.56212 4.54934 -2.06158  0.42
Te1 -0.48202 0.87548 2.20250  -0.41
O2 -7.52957 -1.61899 -1.48274  -0.54
C23 -7.53097 -0.23210 -1.31538  -0.47
N8 -6.25212 0.37767 -1.66298  -0.14
C24 -5.15492 0.04087 -0.95781  0.44
O3 -5.20176 -0.75075 -0.02738  -0.68
C25 -3.84370 0.66535 -1.35560  -0.10
C26 -3.67563 1.64969 -2.31826  -0.49
C27 -2.40461 2.14346 -2.54527  -1.54
C28 -1.34261 1.62068 -1.83447  -0.04
N9 -1.48415 0.64073 -0.93536  0.39
C29 -2.72241 0.20527 -0.68472  -0.39
H16 -6.97407 -1.98306 -0.78138  0.35
H17 -7.76269 0.04316 -0.28525  0.30
H18 -8.28518 0.17824 -1.98076  0.38
H19 -6.18303 0.92952 -2.49834  0.21
H20 -4.50953 2.05392 -2.87686  0.39
H21 -2.22557 2.92676 -3.26789  0.51
H22 -0.35289 2.01938 -1.96105  0.54
H23 -2.85643 -0.52607 0.09260  0.98
N10 2.19665 2.04986 -2.70998  -0.18
C30 1.51684 0.92076 -2.49310  0.32
O4 1.21227 0.66711 -1.26290  0.48
C31 1.13783 0.05802 -3.52260  0.93
C32 1.44379 0.39008 -4.86690  -0.78
N11 1.69097 0.74533 -5.93481  -0.53
C33 0.45600 -1.12952 -3.15881  0.30
N12 -0.09908 -2.05924 -2.75848  -0.64
H24 2.26347 2.69662 -1.92984  0.26
H25 2.42169 2.34137 -3.64744  0.26

Results
Net charge: +1
2S+1: 1
Frontier orbital gap in eV: 6.90
F_max in eV/A: 1.09
Highest occupied orbital energy in eV: -10.596